Entry 1:
This record from OMol25 describes a 2-piece molecular cluster, C11H12NO overall at a distorted geometry. The level of theory is the ωB97M-V functional and the def2-TZVPD basis.

The energy above the lowest of the compared OMol25 structures with the same formula, charge and spin is 54.3 kcal per mole. The value obtained for the energy is -556.051051 a.u. For the frontier orbital gap, the calculation gives 8.388 eV. Its total charge is +1.

Structure (XYZ):
```
25
Properties=species:S:1:pos:R:3:lowdin_charge:R:1
C 1.099 -3.511 0.298 -0.003
C 1.297 -2.623 1.409 -0.033
C 0.385 -3.027 -0.817 -0.003
C 1.058 -1.303 1.276 -0.053
C -0.260 -1.768 -0.671 -0.005
C 0.220 -0.861 0.274 -0.159
C -0.375 2.812 1.130 0.007
C -1.609 3.059 0.515 -0.013
C 0.236 1.546 0.983 0.003
C -2.188 1.992 -0.152 -0.037
C -0.385 0.524 0.283 -0.174
N -1.624 0.810 -0.220 0.135
O 0.705 1.087 -1.693 0.007
H 1.489 -4.437 0.438 0.078
H 1.846 -2.798 2.343 0.127
H 0.314 -3.756 -1.561 0.094
H 1.434 -0.701 2.001 0.082
H -0.909 -1.331 -1.354 0.084
H -0.080 3.673 1.594 0.093
H -2.080 4.090 0.632 0.155
H 1.328 1.389 1.389 0.177
H -3.148 1.898 -0.739 0.170
H -1.894 -0.033 -0.665 0.144
H 0.297 1.314 -2.565 0.113
H 0.980 1.848 -1.271 0.011
```


Entry 2:
This record from OMol25 describes C4H7NO2 as an isolated structure at a distorted geometry. The level of theory is the ωB97M-V functional and the def2-TZVPD basis.

The energy above the lowest of the compared OMol25 structures with the same formula, charge and spin is 100.4 kcal per mole. The value obtained for the energy is -361.720819 a.u. For the frontier orbital gap, the calculation gives 9.503 eV.

Structure (XYZ):
```
14
Properties=species:S:1:pos:R:3:lowdin_charge:R:1
C -0.403 1.197 -1.214 -0.066
C -0.527 -0.274 -0.881 -0.379
C 1.290 -0.514 0.304 -0.170
N 0.879 -0.561 1.559 -0.004
C -1.016 -0.491 1.722 -0.078
O -1.682 0.061 2.476 0.155
O -1.463 -0.657 -0.133 -0.076
H -0.364 1.795 -0.297 0.088
H -1.292 1.509 -1.775 0.084
H 0.482 1.408 -1.822 0.077
H -0.126 -0.998 -1.603 0.122
H 1.644 0.447 -0.060 0.076
H 1.675 -1.406 -0.190 0.091
H 0.903 -1.516 1.914 0.079
```


Entry 3:
This record from OMol25 describes C21H17Cl3N6O2PtS9Sb as an isolated structure. The level of theory is the ωB97M-V functional and the def2-TZVPD basis.

The multiplicity is 5. The energy above the lowest of the compared OMol25 structures with the same formula, charge and spin is 12.1 kcal per mole. The value obtained for the energy is -6613.446839 a.u. For the frontier orbital gap (alpha / beta), the calculation gives 5.927 / 5.116 eV. Its total charge is -1. The expectation value of S² is 6.04.

Structure (XYZ):
```
60
Properties=species:S:1:pos:R:3:lowdin_charge:R:1
Pt -2.972 -1.020 -0.310 0.299
O -8.751 -4.815 0.262 -0.058
C -7.765 -4.135 0.194 -1.024
S -7.774 -2.369 0.308 0.960
C -6.052 -2.110 0.119 -1.162
C -5.271 -3.274 -0.050 -1.142
S -3.605 -3.335 -0.191 0.558
S -6.139 -4.794 -0.070 0.961
S -5.487 -0.541 0.170 0.584
S -0.193 0.454 -3.460 -0.220
Sb -2.020 1.692 -2.803 0.105
S -3.328 -0.991 -2.548 -0.005
S -2.324 1.228 -0.411 -0.085
S -1.694 3.990 -2.610 -0.254
Cl -0.262 4.975 1.913 0.633
C 0.687 3.663 1.252 -0.645
C 0.439 3.217 -0.030 -0.145
C 1.218 2.173 -0.517 -0.035
C 2.220 1.575 0.242 -0.181
C 2.972 0.405 -0.346 -0.281
C 2.676 -0.931 0.342 -0.055
N 1.395 -1.449 -0.111 -0.048
C 1.226 -2.478 -1.015 -0.050
C -0.105 -2.526 -1.286 -0.145
N -0.738 -1.535 -0.579 -0.088
C 0.181 -0.915 0.119 -0.185
O 4.381 0.643 -0.318 -0.116
C 4.987 0.583 -1.604 -0.154
C 4.974 -0.803 -2.180 -0.326
C 4.188 -1.240 -3.203 -0.977
Cl 3.057 -0.333 -4.109 0.665
S 4.394 -2.908 -3.539 0.986
C 5.564 -3.056 -2.295 -0.418
C 5.771 -1.874 -1.661 -0.147
C 2.424 2.061 1.532 -0.567
Cl 3.644 1.372 2.582 0.710
C 1.673 3.100 2.046 -0.144
H -0.356 3.639 -0.637 -0.032
H 0.996 1.795 -1.513 0.039
H 2.622 0.298 -1.376 0.119
H 2.680 -0.838 1.427 0.103
H 3.445 -1.646 0.056 0.127
H 2.063 -3.046 -1.385 0.104
H -0.640 -3.156 -1.977 0.104
H 0.008 -0.052 0.744 0.109
H 6.016 0.904 -1.446 0.131
H 4.509 1.290 -2.288 0.121
H 6.036 -4.006 -2.104 0.062
H 6.466 -1.744 -0.841 0.118
H 1.858 3.464 3.047 0.096
N -2.695 2.862 4.578 0.158
C -2.938 2.073 3.498 -0.499
N -3.721 2.557 2.527 0.193
N -2.431 0.859 3.559 0.126
C -2.599 -0.046 2.638 -0.353
N -2.611 -0.952 1.907 0.028
H -2.779 3.859 4.479 0.098
H -1.974 2.529 5.194 0.106
H -3.858 3.555 2.473 0.112
H -3.684 2.101 1.603 0.027
```


Entry 4:
This record from OMol25 describes C4H6FO4Tl as an isolated structure at a distorted geometry. The level of theory is the ωB97M-V functional and the def2-TZVPD basis.

The multiplicity is 2. The energy above the lowest of the compared OMol25 structures with the same formula, charge and spin is 0.0 kcal per mole. The value obtained for the energy is -728.984339 a.u. For the frontier orbital gap (alpha / beta), the calculation gives 9.673 / 8.671 eV. Its total charge is +1. The expectation value of S² is 0.75.

Structure (XYZ):
```
16
Properties=species:S:1:pos:R:3:lowdin_charge:R:1
C -1.194 -2.047 -2.427 -0.221
O -1.788 -0.895 -2.000 -0.035
H -1.295 -2.910 -1.718 0.099
H -1.602 -2.432 -3.402 0.089
H -0.089 -1.958 -2.602 0.109
C 1.091 1.649 1.738 -0.555
O 0.076 2.089 1.024 0.188
C -0.470 0.999 0.238 -0.234
C 0.154 -0.218 0.896 0.017
O 1.251 0.356 1.656 0.106
O 1.878 2.402 2.292 -0.226
F -0.010 1.189 -1.030 0.090
H -1.557 1.064 0.273 0.180
H -0.533 -0.710 1.587 0.157
H 0.561 -0.927 0.171 0.153
Tl 3.528 2.347 3.304 1.084
```


Entry 5:
This record from OMol25 describes a 10-piece molecular cluster, C44H118N10O12 overall at a distorted geometry. The level of theory is the ωB97M-V functional and the def2-TZVPD basis.

The energy above the lowest of the compared OMol25 structures with the same formula, charge and spin is 0.0 kcal per mole. The value obtained for the energy is -3197.383302 a.u. Its SMILES is COC[C@H](C)N.COC[C@H](C)N.COC[C@H](C)N.COC[C@H](C)N.COC[C@H](C)N.COC[C@H](C)N.COC[C@H](C)N.COC[C@H](C)N.COCCNCCOC.COCCNCCOC. For the frontier orbital gap, the calculation gives 8.827 eV.

Structure (XYZ):
```
184
Properties=species:S:1:pos:R:3:lowdin_charge:R:1
C 0.707 9.161 -1.204 -0.089
O 0.033 8.709 -2.371 -0.190
C -1.255 8.166 -2.229 -0.225
C -1.356 6.977 -1.293 -0.442
C -0.720 5.723 -1.902 -0.049
N -2.742 6.676 -0.951 0.035
H 1.687 9.571 -1.431 0.087
H 0.922 8.252 -0.631 0.077
H 0.071 9.866 -0.665 0.094
H -1.949 8.946 -1.879 0.120
H -1.629 7.894 -3.220 0.131
H -0.852 7.284 -0.373 0.126
H 0.257 5.951 -2.342 0.079
H -1.269 5.356 -2.773 0.081
H -0.538 4.941 -1.166 0.056
H -3.279 6.310 -1.729 0.082
H -3.223 7.515 -0.641 0.081
C 0.956 -7.268 1.092 -0.111
O 0.813 -5.899 1.416 -0.232
C 1.392 -5.540 2.658 -0.181
C 1.361 -4.018 2.767 -0.403
C 2.509 -3.501 3.625 -0.058
N 0.147 -3.535 3.452 0.063
H 0.607 -7.548 0.100 0.086
H 0.232 -7.787 1.739 0.086
H 1.953 -7.662 1.295 0.092
H 0.882 -5.952 3.539 0.134
H 2.421 -5.914 2.630 0.128
H 1.378 -3.591 1.757 0.109
H 2.537 -3.999 4.594 0.082
H 2.432 -2.436 3.863 0.049
H 3.457 -3.558 3.076 0.083
H 0.023 -2.541 3.324 0.045
H -0.662 -4.045 3.117 0.039
C -5.502 -3.463 -2.690 -0.105
O -4.144 -3.585 -3.041 -0.158
C -3.413 -2.377 -2.943 -0.225
C -1.938 -2.670 -2.828 -0.434
C -1.166 -1.408 -2.408 -0.050
N -1.322 -3.256 -4.006 0.047
H -6.122 -3.128 -3.527 0.089
H -5.714 -2.761 -1.876 0.079
H -5.801 -4.456 -2.357 0.087
H -3.548 -1.704 -3.806 0.140
H -3.818 -1.769 -2.122 0.058
H -1.780 -3.370 -1.999 0.128
H -1.552 -0.558 -2.983 0.083
H -0.107 -1.499 -2.637 0.073
H -1.331 -1.200 -1.353 0.037
H -1.917 -4.028 -4.316 0.074
H -1.406 -2.646 -4.821 0.079
C 2.433 1.462 -3.656 -0.120
O 3.029 1.799 -4.884 -0.172
C 4.302 1.212 -5.010 -0.224
C 5.035 1.679 -6.268 -0.444
C 4.357 1.205 -7.550 -0.062
N 6.392 1.176 -6.182 0.026
H 1.590 2.122 -3.452 0.081
H 3.141 1.587 -2.830 0.074
H 2.037 0.441 -3.644 0.088
H 4.934 1.470 -4.147 0.116
H 4.194 0.120 -4.987 0.135
H 5.038 2.776 -6.269 0.135
H 4.861 1.645 -8.412 0.072
H 3.303 1.483 -7.576 0.075
H 4.350 0.117 -7.636 0.080
H 6.803 1.321 -5.270 0.064
H 7.037 1.497 -6.886 0.071
C -6.421 0.397 -3.005 -0.113
O -5.160 -0.182 -2.895 -0.204
C -4.473 0.070 -1.686 -0.218
C -4.284 1.558 -1.315 -0.399
C -3.389 2.215 -2.333 -0.047
N -3.640 1.669 0.008 0.064
H -6.362 1.494 -3.064 0.081
H -7.078 0.221 -2.143 0.097
H -6.911 0.114 -3.933 0.093
H -5.075 -0.483 -0.940 0.133
H -3.507 -0.440 -1.674 0.079
H -5.227 2.103 -1.302 0.129
H -2.378 1.806 -2.402 0.070
H -3.194 3.261 -2.062 0.069
H -3.835 2.303 -3.326 0.085
H -4.220 1.172 0.680 0.085
H -2.770 1.140 -0.055 0.052
C -2.385 3.460 5.683 -0.122
O -2.743 4.321 4.633 -0.181
C -2.137 3.981 3.413 -0.225
C -2.614 4.865 2.263 -0.402
C -4.150 4.957 2.143 -0.060
N -2.099 4.267 1.024 0.039
H -2.470 2.389 5.462 0.078
H -3.081 3.599 6.509 0.086
H -1.363 3.688 5.993 0.089
H -1.042 4.088 3.452 0.125
H -2.339 2.913 3.231 0.119
H -2.228 5.880 2.354 0.135
H -4.636 5.420 3.003 0.070
H -4.560 3.954 1.999 0.069
H -4.392 5.502 1.230 0.058
H -2.165 4.969 0.289 0.016
H -2.672 3.483 0.716 0.026
C -1.928 -1.584 0.818 -0.080
O -1.405 -0.336 0.389 -0.262
C -0.441 0.168 1.299 -0.182
C 0.107 1.503 0.823 -0.407
C 0.497 1.558 -0.642 -0.035
N 1.296 1.795 1.619 0.071
H -2.715 -1.912 0.143 0.093
H -2.349 -1.542 1.826 0.079
H -1.048 -2.238 0.842 0.092
H -0.851 0.280 2.307 0.120
H 0.365 -0.577 1.364 0.102
H -0.682 2.259 0.934 0.101
H 1.279 0.793 -0.752 0.072
H 0.929 2.496 -0.988 0.070
H -0.308 1.272 -1.321 0.061
H 1.170 1.706 2.633 0.055
H 1.593 2.755 1.473 0.081
C -2.370 -5.136 1.598 -0.095
O -2.754 -3.929 2.235 -0.245
C -3.879 -4.151 3.080 -0.202
C -4.165 -2.900 3.910 -0.437
C -3.033 -2.609 4.850 -0.063
N -5.395 -3.037 4.701 0.033
H -1.658 -4.961 0.796 0.086
H -3.272 -5.624 1.210 0.092
H -1.912 -5.794 2.346 0.089
H -4.745 -4.343 2.432 0.123
H -3.725 -5.070 3.658 0.129
H -4.392 -2.105 3.196 0.137
H -2.816 -3.393 5.579 0.090
H -3.261 -1.735 5.467 0.078
H -2.106 -2.405 4.312 0.050
H -6.247 -2.959 4.161 0.067
H -5.431 -3.937 5.170 0.072
C 3.629 4.501 -0.473 -0.120
O 3.776 3.641 0.620 -0.201
C 4.916 2.797 0.520 -0.216
C 5.282 2.358 1.925 -0.207
N 4.253 1.494 2.471 -0.056
C 4.313 1.325 3.921 -0.185
C 3.054 0.610 4.407 -0.210
O 1.893 1.435 4.428 -0.212
C 0.776 0.692 4.864 -0.109
H 2.651 4.990 -0.477 0.079
H 3.639 3.939 -1.417 0.082
H 4.382 5.296 -0.511 0.090
H 5.779 3.298 0.069 0.121
H 4.684 1.940 -0.121 0.117
H 5.344 3.272 2.534 0.118
H 6.263 1.878 1.886 0.120
H 3.314 1.742 2.180 0.060
H 4.454 2.292 4.420 0.120
H 5.138 0.644 4.146 0.120
H 3.272 0.306 5.437 0.125
H 2.852 -0.256 3.774 0.098
H 0.604 -0.250 4.323 0.075
H -0.150 1.238 4.681 0.076
H 0.935 0.435 5.914 0.097
C 5.784 -7.044 -1.377 -0.104
O 4.375 -6.943 -1.150 -0.204
C 3.669 -6.561 -2.328 -0.226
C 2.394 -5.834 -1.899 -0.214
N 2.611 -4.404 -1.803 -0.031
C 1.454 -3.784 -1.103 -0.181
C 1.830 -2.369 -0.747 -0.219
O 2.811 -2.413 0.294 -0.200
C 3.096 -1.101 0.710 -0.125
H 6.108 -7.629 -0.520 0.086
H 6.230 -6.051 -1.466 0.086
H 6.017 -7.565 -2.311 0.082
H 3.366 -7.454 -2.891 0.117
H 4.289 -5.978 -3.013 0.119
H 2.153 -6.352 -0.958 0.090
H 1.610 -6.068 -2.622 0.123
H 3.389 -4.183 -1.185 0.108
H 1.259 -4.376 -0.200 0.092
H 0.575 -3.863 -1.748 0.108
H 1.003 -1.702 -0.483 0.092
H 2.334 -1.901 -1.603 0.122
H 3.418 -0.491 -0.139 0.086
H 3.942 -1.130 1.403 0.081
H 2.323 -0.632 1.327 0.054
```


Entry 6:
This record from OMol25 describes an isolated ion of composition C6H11N2O and charge +1 at a distorted geometry. The level of theory is the ωB97M-V functional and the def2-TZVPD basis.

The energy above the lowest of the compared OMol25 structures with the same formula, charge and spin is 34.1 kcal per mole. The value obtained for the energy is -419.702468 a.u. Its SMILES is COc1[nH+]cc(C)n1C. For the frontier orbital gap, the calculation gives 10.194 eV. Its total charge is +1.

Structure (XYZ):
```
20
Properties=species:S:1:pos:R:3:lowdin_charge:R:1
C -3.224 0.001 -0.216 0.026
O -1.875 -0.446 -0.424 0.010
C -0.799 0.217 -0.029 -0.246
N -0.569 1.588 0.014 0.179
C 0.770 1.761 0.073 -0.020
C 1.458 0.576 0.102 -0.200
C 2.799 0.050 0.175 -0.013
N 0.407 -0.378 0.010 -0.016
C 0.586 -1.816 -0.012 0.015
H -3.615 0.001 0.761 0.097
H -3.896 -0.656 -0.703 0.102
H -3.240 0.920 -0.665 0.071
H -1.150 2.372 -0.012 0.155
H 1.133 2.770 0.359 0.157
H 2.872 -0.857 0.862 0.121
H 3.132 -0.327 -0.844 0.131
H 3.528 0.655 0.512 0.048
H 0.893 -2.093 1.052 0.131
H -0.488 -2.195 -0.168 0.124
H 1.277 -2.142 -0.846 0.129
```


> What is the energy in the fifth record?

-3197.383302 a.u.